1.
A 2-piece molecular cluster, C6H3N3OS overall, computed with the ωB97M-V functional and the def2-TZVPD basis.

Structure (ORCA input):
```
! RIJCOSX wB97M-V def2-TZVPD def2/J DEFGRID3
* xyz 0 1
H -2.3630 -1.3143 -0.6537
C -1.8230 -0.3020 -0.4645
S -1.6407 0.8301 -1.7896
N -0.8701 1.3811 0.6738
C -0.4614 3.2410 -0.7524
H 2.5505 -3.4023 0.1694
N 1.5191 -1.5085 0.1766
N -0.3533 4.3455 -1.0704
C 2.5344 -2.3540 0.6290
C -1.2817 0.1374 0.7400
C -0.7686 1.8800 -0.4666
H -1.3726 -0.3773 1.6573
O 3.2967 -1.9995 1.4263
C 1.0337 -0.5573 -0.2753
*
```

Computed properties:
- Kohn-Sham gap (eV) = 9.20
- E_LUMO (hartree) = -0.0115
- HOMO level (eV) = -9.518
- max |F| (eV/A) = 3.81


2.
A 2-piece molecular cluster, C6H3O6 overall, computed with the ωB97M-V functional and the def2-TZVPD basis.

Structure (ORCA input):
```
! RIJCOSX wB97M-V def2-TZVPD def2/J DEFGRID3
* xyz -1 1
C -0.0670 1.5788 -2.1566
C 2.6240 1.0256 1.0970
C -0.6324 1.0371 -1.1950
O -0.8833 -1.9594 1.6403
H 0.8216 1.6647 0.4033
O -1.0816 -1.1782 -0.4751
O 0.6319 1.9893 -3.0397
C 1.3668 1.2443 1.3596
O -2.4574 0.5753 0.2572
H -1.4506 -3.1600 -1.0328
H 0.9106 1.3370 2.3430
O -1.0800 -3.3565 -0.1313
O 3.7753 0.8955 0.8937
C -1.5023 0.3621 -0.4110
C -0.9757 -2.0555 0.4474
*
```

Computed properties:
- Kohn-Sham gap (eV) = 8.25
- E_LUMO (hartree) = 0.1237
- HOMO level (eV) = -4.888
- max |F| (eV/A) = 2.64


3.
The molecule C6H4, computed with the ωB97M-V functional and the def2-TZVPD basis.

Structure (ORCA input):
```
! RIJCOSX wB97M-V def2-TZVPD def2/J DEFGRID3
* xyz 0 1
H -1.1716 1.9399 0.1055
C -2.3037 0.1212 -0.0148
H 1.3029 1.6768 0.0280
H 0.0574 -2.4534 0.0552
C 0.1715 -1.3570 -0.0077
H 2.1203 -0.7341 -0.0493
C -1.1533 -0.5940 -0.0256
C 0.6066 0.8754 -0.0274
C 1.1355 -0.4018 -0.0337
C -0.7656 0.9270 -0.0301
*
```

Computed properties:
- Kohn-Sham gap (eV) = 9.67
- E_LUMO (hartree) = 0.0193
- HOMO level (eV) = -9.139
- max |F| (eV/A) = 4.35


4.
A 13-piece molecular cluster, C6H40N2O12 overall, computed with the ωB97M-V functional and the def2-TZVPD basis.

Structure (ORCA input):
```
! RIJCOSX wB97M-V def2-TZVPD def2/J DEFGRID3
* xyz 0 1
H -3.1232 1.1522 3.3452
H 1.2494 0.3255 -3.8538
O -3.6497 1.9056 1.5070
H 0.0949 3.4426 2.6279
H -1.1453 -2.3802 1.4480
O 0.1919 -2.2652 2.4322
H 0.2645 0.5882 4.5171
H -3.8458 2.7781 1.8913
H 0.6330 -4.1624 -0.8772
H 1.0380 -1.9460 2.1892
C 0.0620 1.8149 1.3165
H -0.7184 0.1792 -3.6965
N -0.0526 -0.2283 -1.8699
H -2.4368 -1.6937 -0.7117
O 3.3959 -1.7423 0.8903
H -0.4271 1.7035 -2.6421
C -0.5592 -1.6453 -2.1982
H -0.3632 2.2525 -0.6409
H 0.8459 -1.1696 -4.1969
H 3.2957 -2.5074 0.3465
O 1.4400 -0.4617 -4.3335
H -0.1771 -2.2391 -1.3890
H -1.6124 -1.7868 -2.4427
H 0.1947 -2.8131 3.2655
C -0.7804 0.7176 -2.7094
N 1.6930 1.7375 -0.4101
O -0.1731 -4.6490 -0.6941
H 2.1023 0.8249 -0.5874
H -0.8645 1.4581 1.7515
H -3.6334 1.9457 0.5510
H 3.7685 2.2475 0.3399
H 1.8151 -1.0279 -2.3116
O -0.5803 4.1806 -2.0395
H -0.8071 3.7900 1.2165
O 4.1202 1.3699 0.4901
H -1.8608 0.7677 -2.5039
H -0.0579 -1.8237 -3.2206
O -2.3478 0.6433 3.5171
H 3.9887 1.3195 1.4321
C 0.2647 1.4836 -0.1237
H 1.6860 2.2107 -1.3596
H -0.9155 -4.2019 -0.3122
O 2.4362 -1.1979 -1.5687
H -3.6977 -2.3408 -1.1125
O -1.9221 -2.2617 0.8214
H 3.2369 -0.7888 -1.9333
O -0.1260 -0.3184 4.3906
H 0.1119 4.3130 -2.6607
O -3.1190 -1.6591 -1.4392
H 0.8688 1.3738 2.0096
H -2.5100 -1.6380 1.3031
H -2.7610 -0.1946 3.2619
C 0.1408 3.3369 1.5559
C -0.0868 0.0562 -0.4027
H 0.7658 -0.5163 0.0553
H -1.0438 -0.3271 0.0483
H 3.4643 -1.1297 0.1549
H 1.0365 3.8673 1.2248
H -1.0459 -0.0289 4.2080
H -0.6506 4.5314 -1.1715
*
```

Computed properties:
- Kohn-Sham gap (eV) = 8.37
- E_LUMO (hartree) = -0.0045
- HOMO level (eV) = -8.494
- max |F| (eV/A) = 3.67


5.
C6H43N2O13 as an isolated structure, computed with the ωB97M-V functional and the def2-TZVPD basis.

Structure (ORCA input):
```
! RIJCOSX wB97M-V def2-TZVPD def2/J DEFGRID3
* xyz 1 1
H 0.1762 -0.4886 3.7407
H -2.9817 -1.7409 -1.7260
N 0.3278 0.8880 -1.9906
N 0.4024 3.2982 -0.1266
H -2.9039 -3.0679 3.1529
H 0.0247 4.0442 0.4561
C -1.0177 0.2858 -1.9625
H -1.6569 3.3992 1.1610
O 2.2216 -2.3701 1.4809
H -0.5917 -5.2477 -0.9513
H -2.6639 1.3818 1.8025
H -2.6404 -0.2507 -3.3134
H 1.4895 -4.1563 -1.0943
H 0.9087 0.3776 -2.6400
O 2.2500 -3.6085 -0.7951
H -0.1524 -1.1914 -0.6740
H 0.2575 -5.8877 -2.0635
H -1.5324 4.9455 1.4472
H -0.0838 2.4505 -3.3727
C -0.9123 -1.1517 -1.4548
H -3.1087 0.6193 3.9787
H 1.0224 -2.2553 2.8788
H 2.4557 -2.9648 -1.5209
H -3.6748 2.1176 0.8565
H -1.6531 0.8436 -1.3013
H -2.5690 -1.5419 3.2915
O -1.0541 4.1736 1.1103
C -0.3417 3.2145 -1.4015
O -2.7550 2.0090 1.0619
C -2.2317 -1.7040 -0.9492
O 3.4559 2.6981 -0.5297
O 0.0464 -5.0513 -1.6676
H 3.1159 -2.3124 -3.7339
H 2.5835 -0.7982 0.6454
O 2.7321 0.0607 0.1343
H 3.3127 1.7514 -0.2902
H 2.0908 -2.8930 0.6492
H -0.4402 4.2144 -1.8305
C 0.3548 2.2997 -2.3866
O 1.3022 1.8604 1.8739
H 2.0159 0.0800 -0.5279
H -1.8409 1.3157 -3.7013
C -1.6920 0.2981 -3.3390
H 1.4219 3.3970 -0.3157
H -1.3456 2.8548 -1.1931
H 3.9528 -1.6207 -2.6629
O -0.0990 0.4919 3.7824
H 0.8329 1.3772 2.5832
H 0.3789 2.4577 0.4751
H 0.1664 0.8155 4.6530
H 4.1357 3.0321 0.0607
H 1.3934 2.6018 -2.4499
O -2.2397 -2.4537 3.4929
H -2.0977 -2.7172 -0.5874
H 1.8518 1.1844 1.3877
H -2.6421 -1.0810 -0.1716
H -1.0561 -0.1754 -4.0991
O 3.0408 -1.8572 -2.8833
O 0.5046 -2.0244 3.6956
H -0.4155 -2.3924 3.6206
H 2.9848 -2.7644 1.8840
O -2.6349 0.3043 3.2053
H -1.6837 0.3986 3.3992
H -0.4983 -1.7732 -2.2541
*
```

Computed properties:
- Kohn-Sham gap (eV) = 9.72
- E_LUMO (hartree) = -0.0755
- HOMO level (eV) = -11.774
- max |F| (eV/A) = 5.83


6.
C6H4BiCl2GaN2O3 as an isolated structure, computed with the ωB97M-V functional and the def2-TZVPD basis.

Structure (ORCA input):
```
! RIJCOSX wB97M-V def2-TZVPD def2/J DEFGRID3
* xyz 4 1
C 1.3032 2.6382 2.3400
O 0.6993 -1.8639 -8.6336
O -1.3806 -1.3390 0.9338
H -0.0142 4.2495 1.7957
Bi 0.3670 0.3253 -5.3915
H -0.6188 2.9346 -0.2606
C 0.6753 -1.3534 -7.6167
C 1.5718 1.4785 1.6739
N 0.8122 1.5257 0.4709
Cl -1.1770 2.2534 -5.2515
H 1.6883 3.0040 3.2754
N 0.3952 3.3462 1.5834
H 2.2149 0.6510 1.9411
Ga 0.3733 0.1080 -1.0139
C -0.7805 -0.8368 0.0811
C 0.2169 1.2539 -7.7255
O -0.4589 1.7596 -8.4957
Cl 0.7728 1.3544 -2.7821
C 0.0840 2.6341 0.4903
*
```

Computed properties:
- Kohn-Sham gap (eV) = 4.76
- E_LUMO (hartree) = -0.6465
- HOMO level (eV) = -22.354
- max |F| (eV/A) = 9.70


7.
The molecule C6H4Br2N2, computed with the ωB97M-V functional and the def2-TZVPD basis.

Structure (ORCA input):
```
! RIJCOSX wB97M-V def2-TZVPD def2/J DEFGRID3
* xyz 0 1
H -0.5829 0.8120 -1.8613
N 3.2716 -0.6509 -0.2960
H -2.0853 0.9364 -1.1347
H -0.8723 2.2397 0.3779
C -1.1649 0.5892 -1.0335
C -1.0794 -0.9659 -0.8426
Br 0.8289 -1.7742 2.3021
H -1.7334 -1.6644 -1.4317
C 2.1863 -0.6913 0.0622
N -0.1801 -1.5645 -0.2101
C 0.2640 0.6626 0.9104
Br 0.9633 1.5447 2.4213
C 0.8116 -0.7089 0.5809
C -0.6274 1.2354 0.1550
*
```

Computed properties:
- SMILES = N#C[C@]1(Br)N=CCC=C1Br
- Kohn-Sham gap (eV) = 9.73
- E_LUMO (hartree) = -0.0079
- HOMO level (eV) = -9.942
- max |F| (eV/A) = 4.78


8.
The molecule C6H4BrF3, computed with the ωB97M-V functional and the def2-TZVPD basis.

Structure (ORCA input):
```
! RIJCOSX wB97M-V def2-TZVPD def2/J DEFGRID3
* xyz 0 1
F 1.6704 -1.4418 -1.8672
H -2.3828 0.3173 1.5108
F 2.6978 -1.0031 -0.0371
C 0.1778 0.9511 -0.6296
H -0.5918 2.3115 0.7902
H -0.8856 -1.4368 1.6313
C 1.4444 -1.3901 -0.5201
C 0.3914 -0.5023 0.0164
H -1.7217 1.8669 -0.6078
C -0.7099 -0.6688 0.8811
Br 1.1097 1.6751 -2.0472
C -1.4639 0.4153 0.9387
F 1.2466 -2.6424 -0.1565
C -0.9823 1.5481 0.0969
*
```

Computed properties:
- SMILES = FC(F)(F)C1=C(Br)CC=C1
- Kohn-Sham gap (eV) = 8.04
- E_LUMO (hartree) = -0.0138
- HOMO level (eV) = -8.416
- max |F| (eV/A) = 8.07


9.
The molecule C6H4Cl2N2, computed with the ωB97M-V functional and the def2-TZVPD basis.

Structure (ORCA input):
```
! RIJCOSX wB97M-V def2-TZVPD def2/J DEFGRID3
* xyz 0 1
C -3.6475 -0.6696 -1.3352
C 0.1847 0.0133 -0.1366
H -0.4431 2.0535 0.3262
H 0.9479 0.2768 0.6608
N -4.4672 -0.7223 -2.1522
C -2.1311 0.8761 -0.0524
H 0.4775 0.1426 -1.1309
C -2.5617 -0.5756 -0.3610
C -0.4562 -1.3132 -0.1003
N -1.6541 -1.5675 -0.2119
Cl -3.6757 -1.0714 1.3688
H 0.2619 -2.1546 0.2155
C -0.7989 1.1459 0.0564
Cl -3.3695 2.0725 0.3064
*
```

Computed properties:
- SMILES = N#C[C@@]1(Cl)N=CCC=C1Cl
- Kohn-Sham gap (eV) = 8.88
- E_LUMO (hartree) = -0.0445
- HOMO level (eV) = -10.089
- max |F| (eV/A) = 5.36


10.
The molecule C6H4ClF, computed with the ωB97M-V functional and the def2-TZVPD basis.

Structure (ORCA input):
```
! RIJCOSX wB97M-V def2-TZVPD def2/J DEFGRID3
* xyz 0 1
Cl -0.2449 0.4969 -1.9948
C 1.4424 -0.4379 2.8183
C 0.3681 0.6493 -0.3873
F -1.9961 -1.1129 -0.3240
C 0.8829 -0.3718 1.7546
H -0.9769 -1.8819 1.3306
H 1.8719 1.4731 0.7926
C -1.0450 -1.1015 0.6267
C -0.0168 -0.2854 0.6122
H 1.9669 -0.5068 3.7518
H 1.4905 2.4168 -0.8212
C 1.3310 1.5586 -0.1288
*
```

Computed properties:
- SMILES = C#C/C(=C/F)C(=C)Cl
- Kohn-Sham gap (eV) = 9.35
- E_LUMO (hartree) = 0.0121
- HOMO level (eV) = -9.021
- max |F| (eV/A) = 2.69


11.
The molecule C6H4ClNO4S2, computed with the ωB97M-V functional and the def2-TZVPD basis.

Structure (ORCA input):
```
! RIJCOSX wB97M-V def2-TZVPD def2/J DEFGRID3
* xyz 0 1
O -3.0111 0.6144 -0.5454
N 2.0742 1.5398 -2.0773
C -0.7563 -0.3225 0.1053
C 0.5345 0.1652 -0.1606
H 1.4899 0.1155 3.1527
O 1.0596 -0.8089 -2.4633
H -2.1659 -1.2210 1.4237
O -1.0087 0.6739 -2.0375
C -1.1353 -0.8936 1.3055
Cl 2.8536 1.4739 -3.5758
C -0.2731 -0.6471 2.3432
S -2.0641 -0.2340 -1.1336
O -2.4417 -1.4681 -1.7171
H -0.6096 -0.5943 3.3452
S 0.8529 0.4790 -1.8290
H 2.2656 0.8220 0.7598
C 0.9350 -0.0016 2.1729
C 1.4006 0.3074 0.9315
*
```

Computed properties:
- SMILES = O=S1(=O)O[S@@](=O)(=NCl)c2ccccc21
- Kohn-Sham gap (spin up / spin down) (eV) = 8.64 / 8.64
- E_LUMO (spin up / spin down) (hartree) = -0.0624 / -0.0624
- HOMO level (spin up / spin down) (eV) = -10.343 / -10.343
- max |F| (eV/A) = 5.09


12.
C6H4ClNO6Os as an isolated structure, computed with the ωB97M-V functional and the def2-TZVPD basis.

Structure (ORCA input):
```
! RIJCOSX wB97M-V def2-TZVPD def2/J DEFGRID3
* xyz 2 1
O -2.6475 2.0178 2.1753
N 1.8407 -0.2728 -0.8181
C 4.0802 -0.1583 -1.5403
O 0.0857 -3.1208 -1.9424
H 5.0276 0.3737 -1.5495
H 2.5036 -2.9525 -2.6945
C 1.6704 -1.4072 -1.4529
O -0.5938 -1.4076 -0.6520
C 0.1560 -2.1074 -1.3462
H 4.7263 -1.7984 -2.7738
O 0.3908 -0.2592 1.6401
O -0.5217 1.3221 -0.9430
C 2.6745 -2.0101 -2.1775
C 3.9021 -1.3549 -2.2104
H 3.0793 1.2994 -0.2931
Os -0.2540 0.5496 0.4263
Cl -1.3071 2.0949 1.7367
C 2.9902 0.3602 -0.8370
O -0.4808 3.1883 2.1251
*
```

Computed properties:
- Kohn-Sham gap (spin up / spin down) (eV) = 2.39 / 5.06
- E_LUMO (spin up / spin down) (hartree) = -0.5479 / -0.4855
- HOMO level (spin up / spin down) (eV) = -17.302 / -18.267
- max |F| (eV/A) = 9.70